ORCA calculation (wB97M-V/def2-TZVPD) on a cluster of 9 separate species, C42H104ClN8O12 in total.

Geometry as XYZ:
```
167
Properties=species:S:1:pos:R:3:forces:R:3
Cl 6.843786 10.826280 11.397159 -2.41 -0.99 0.18
O 6.071240 11.936261 10.945586 -0.38 1.08 -0.48
O 6.069176 10.090829 12.358088 -0.59 -0.55 0.56
O 7.149392 9.976162 10.303535 0.46 -0.93 -1.48
O 8.017398 11.244839 12.017818 2.99 1.34 1.23
C -4.412450 9.923102 9.639761 -0.83 -2.20 1.13
C -3.205883 10.774147 9.535007 -1.49 0.79 -1.77
C -1.986811 10.123357 8.874325 -0.01 -0.09 1.46
O -1.202143 9.430268 9.852659 -0.29 -0.47 -0.39
C -0.421097 10.257595 10.665877 0.70 0.18 1.15
N -3.756215 11.832069 8.653526 1.85 1.43 0.71
H -5.357976 10.414308 9.869521 0.42 0.67 0.41
H -4.267531 9.163392 10.407836 -0.16 -0.43 -0.15
H -4.673913 9.450745 8.692856 0.49 -0.35 -0.19
H -2.936862 11.209984 10.497172 -0.04 0.14 -0.11
H -1.359961 10.873686 8.392484 0.02 0.21 -0.14
H -2.360466 9.424720 8.125739 0.35 -0.25 0.02
H 0.024460 9.731834 11.510363 -0.09 -0.99 -0.34
H -0.960565 10.998146 11.256336 -0.44 0.58 -0.65
H 0.455225 10.685927 10.179377 -0.24 0.34 -0.50
H -2.897519 12.329195 8.464845 -0.24 1.09 -0.68
H -4.099848 11.530499 7.752929 0.03 -0.63 0.03
C 2.746639 9.576421 2.708612 -0.01 -0.46 0.30
C 4.134466 9.509118 3.364543 0.22 -0.01 -0.52
C 5.313599 10.115018 2.502992 -0.27 -1.38 0.36
O 5.410572 9.407966 1.268874 -0.99 -1.31 0.28
C 6.338460 9.825453 0.302585 -0.83 1.00 0.30
N 4.070584 10.133401 4.700949 0.08 0.57 -0.37
H 2.639604 9.116515 1.726204 0.73 0.35 -0.27
H 2.329965 10.583635 2.704857 0.02 -0.02 0.03
H 2.109624 8.899907 3.278371 -0.31 0.35 0.48
H 4.351308 8.449037 3.496073 0.28 -0.24 -0.38
H 6.223750 9.824655 3.027787 0.28 0.76 0.46
H 5.202023 11.190914 2.368542 0.06 0.15 -0.01
H 6.314902 9.184099 -0.578445 -0.25 -0.28 0.29
H 7.368399 9.878871 0.655367 0.08 0.16 0.22
H 5.925925 10.792243 0.014113 0.86 0.53 -0.55
H 3.371018 9.710453 5.294098 -0.36 -0.11 -0.30
H 4.914205 10.040247 5.248424 0.41 -0.02 -0.31
C 3.779633 11.612240 17.196532 -0.61 -0.71 1.12
C 4.962659 12.421880 17.682200 0.57 0.27 -0.48
C 6.036042 11.578654 18.415755 -0.49 1.42 1.51
O 6.950460 12.494916 19.097800 -0.29 -0.48 0.00
C 7.728887 11.895937 20.157812 -0.48 -0.12 -1.66
N 5.444533 13.239145 16.562619 0.32 -0.30 0.85
H 3.003223 12.180596 16.684431 0.35 0.45 -0.14
H 3.279610 11.286643 18.108700 -0.25 -0.78 -0.05
H 4.029616 10.777637 16.541512 0.17 -0.11 0.16
H 4.583802 13.141582 18.407870 0.13 -0.06 0.34
H 6.492151 10.765715 17.850773 0.44 0.33 -0.40
H 5.495870 11.109594 19.238124 -0.27 -0.49 0.04
H 7.131193 11.247567 20.798499 -0.23 -0.10 0.05
H 8.203067 12.656217 20.778479 -0.13 0.19 -0.36
H 8.475564 11.302623 19.630024 0.41 -0.25 0.51
H 4.583471 13.726250 16.359121 0.24 0.48 -0.87
H 5.605224 12.568022 15.825137 0.14 0.23 -0.68
C 7.342255 5.340643 13.697382 -0.07 -0.90 -1.13
C 8.765120 5.749208 14.086958 -1.35 -0.59 -0.57
C 9.738302 6.010405 12.944701 0.17 -1.02 -0.37
O 10.936246 6.401547 13.540283 2.11 0.84 -0.21
C 11.868851 7.116404 12.658283 -1.37 0.06 1.66
N 8.555812 6.990689 14.717253 0.44 1.89 1.33
H 6.757185 6.197821 13.364161 0.17 0.16 -0.08
H 6.742956 4.879376 14.482353 0.42 0.02 0.28
H 7.343303 4.650284 12.853873 -0.02 -0.25 -0.07
H 9.158635 5.041415 14.816533 0.36 -0.18 -0.20
H 9.381386 6.832950 12.324910 -0.43 -0.10 -0.32
H 9.988169 5.126921 12.357222 -0.50 -0.26 -0.48
H 12.663165 7.440453 13.330723 0.23 -0.31 -0.24
H 11.365774 8.032431 12.348592 -0.03 0.00 -0.48
H 12.232654 6.541113 11.806943 -0.10 -0.19 0.09
H 7.990590 7.534547 14.080990 -0.29 0.42 0.13
H 9.457490 7.444532 14.683897 0.20 0.51 0.63
C 12.506693 12.640864 15.819514 0.54 -0.23 0.77
C 11.411053 13.148644 16.804168 1.16 2.11 -0.07
C 12.040290 14.087786 17.957409 -1.17 -0.70 0.26
O 11.029690 14.827497 18.681891 0.66 0.66 0.96
C 11.541814 15.860548 19.605551 0.09 -0.84 -0.93
N 10.581787 14.054322 16.041971 -0.34 0.35 -1.08
H 13.233550 13.374243 15.470300 0.03 0.83 0.78
H 12.114672 12.404892 14.830203 -0.58 -0.91 0.36
H 13.126408 11.859721 16.259806 -0.15 -0.45 -0.30
H 10.742587 12.367002 17.165122 0.48 -0.14 0.40
H 12.696673 14.852221 17.541588 0.35 -0.32 -0.47
H 12.571569 13.447583 18.661666 0.39 -0.01 0.07
H 11.689072 15.570023 20.645748 -0.55 -0.79 0.10
H 10.874804 16.722624 19.601601 -0.17 -0.25 -0.27
H 12.546559 16.209374 19.366963 0.09 0.04 -0.76
H 10.295227 13.533406 15.225496 -1.09 -0.51 -0.05
H 11.261580 14.600186 15.532058 0.24 1.15 0.22
C 3.882950 19.589257 14.386873 0.47 0.47 -1.13
C 4.826757 18.357008 14.407134 -1.14 -0.40 0.69
C 6.017210 18.472378 13.445926 0.25 -0.74 -0.52
O 6.798725 17.289335 13.442542 -0.14 -0.72 0.12
C 7.733290 17.184134 12.377183 -0.86 0.82 -0.34
N 5.233612 18.136164 15.801766 0.39 0.70 -0.34
H 3.150931 19.787093 15.169883 0.07 -1.13 0.47
H 3.296682 19.626432 13.468712 0.20 0.25 -0.28
H 4.499239 20.483202 14.482500 0.21 0.27 -0.48
H 4.240606 17.472024 14.159488 0.15 -0.09 -0.52
H 6.682658 19.311825 13.647401 -0.07 0.45 0.40
H 5.661940 18.597310 12.423045 -0.44 0.33 -0.19
H 7.292122 17.243703 11.382233 -0.86 -0.01 -0.18
H 8.220238 16.209577 12.342249 0.27 0.31 0.82
H 8.351052 18.082163 12.373987 0.89 -0.27 0.33
H 5.417380 19.099902 16.041634 0.80 0.24 0.92
H 4.369149 17.990945 16.303488 -0.18 -0.47 0.24
C 9.109639 13.892901 6.194859 -0.24 -1.04 0.15
C 10.532602 14.334291 5.913597 0.65 1.82 2.43
C 10.408374 15.903484 5.984628 1.18 1.05 0.24
C 11.727995 16.709612 6.152249 0.31 -2.31 0.90
C 12.561584 16.160422 7.361128 0.02 0.54 -0.86
C 12.702811 14.625939 7.469776 -0.66 0.76 -1.44
N 11.511680 13.878533 6.960059 -0.90 1.98 0.93
O 11.572752 12.497176 7.210324 -0.14 0.42 -0.30
C 13.839242 14.216874 6.547968 0.77 -1.24 -0.05
C 12.997189 14.326804 8.917215 0.12 -1.21 0.82
C 10.947907 13.920164 4.569303 0.47 -0.85 -1.60
H 9.020588 12.811183 6.295175 0.11 -0.14 0.00
H 8.685668 14.334619 7.096647 0.14 0.06 -0.05
H 8.502194 14.156714 5.329105 -0.16 0.18 0.11
H 10.031130 16.278282 5.033139 -0.52 -0.35 -0.10
H 9.751589 16.286687 6.765592 -0.33 -0.65 0.11
H 12.253860 16.459805 5.230753 0.52 0.75 -0.05
H 11.543178 17.771289 6.315873 0.02 -0.05 -0.47
H 12.323551 16.665455 8.297272 -0.78 -0.34 0.12
H 13.608366 16.441936 7.246615 0.07 0.43 -0.23
H 13.923775 13.147765 6.742763 0.27 -0.25 -0.45
H 14.838226 14.629386 6.689263 -0.06 0.35 0.55
H 13.626169 14.353825 5.487797 -0.33 0.08 0.10
H 12.111010 14.400955 9.547512 -0.14 0.29 -0.12
H 13.788212 14.923651 9.371271 -0.06 0.46 -0.37
H 13.355818 13.308416 9.066733 -0.07 -0.25 -0.24
H 11.836130 14.417579 4.179772 -0.13 0.42 0.05
H 11.234643 12.868650 4.555407 -0.32 -0.21 0.06
H 10.095924 14.073726 3.906999 0.26 -0.06 -0.43
H 11.013028 12.461102 7.989420 -0.11 -0.69 0.22
C 2.419703 15.950214 8.013341 -0.05 -0.08 -0.01
C 1.056336 16.606376 7.707332 -0.84 0.97 0.95
C 1.064916 18.153840 7.943401 0.95 -0.51 -0.76
C 1.714922 18.842945 6.777091 1.03 0.32 0.15
C 1.096483 18.555646 5.433800 -1.05 0.06 1.07
C 1.007031 17.063385 5.157762 1.81 -1.23 0.61
N 0.554095 16.296290 6.358796 -1.07 2.65 -0.50
O 0.495839 14.969338 6.052999 -0.60 -1.29 0.25
C 0.087062 16.806449 3.959408 -0.41 -0.35 0.45
C 2.431020 16.634722 4.786073 1.13 -0.52 -1.73
C 0.025640 16.142082 8.762238 0.46 -0.89 0.12
H 2.778859 16.153057 9.022280 -0.30 0.02 0.12
H 3.247077 16.232214 7.362169 -0.25 0.16 -0.18
H 2.297628 14.870930 7.922078 0.08 -0.08 0.08
H 0.105923 18.626549 8.155508 -0.37 -0.54 -0.20
H 1.674463 18.340584 8.827527 0.02 -0.12 0.14
H 2.747940 18.505366 6.693403 0.28 0.06 0.29
H 1.770514 19.911405 6.985449 -0.05 0.18 -0.25
H 1.711583 19.080332 4.702734 -0.49 -0.14 -0.43
H 0.066106 18.906930 5.488873 -0.12 0.45 -0.48
H 0.404178 17.369060 3.081351 -0.20 0.50 0.24
H 0.006728 15.785033 3.587410 0.41 -0.25 0.48
H -0.912002 17.040458 4.327089 -0.17 0.39 -0.46
H 2.651572 15.601106 4.519455 -0.83 -0.62 0.21
H 2.593047 17.074008 3.801755 0.40 0.42 -0.04
H 3.313247 16.831086 5.395358 -0.51 0.78 0.38
H -0.175413 15.080786 8.616277 -0.15 -0.06 0.19
H -0.914108 16.690216 8.829408 0.03 0.07 -0.73
H 0.462834 16.284621 9.750498 0.23 -0.23 0.09
H 1.351330 14.687487 5.720907 0.63 -0.15 -0.03
```
Positions in Å, forces in eV/Å.

- Kohn-Sham gap (Ha) = 0.284
- charge = -1
- E_LUMO (eV) = 1.8
- electronic energy (Eh) = -3463.15720
- E_HOMO (hartree) = -0.2168
- F_max (eV Å⁻¹) = 3.503
- spin multiplicity = 1

Results of the Löwdin charge analysis, in e, for atoms 1 through 5: 0.54, -0.38, -0.40, -0.38, -0.37